Record 1
DFT (ωB97M-V/def2-TZVPD) results for a single C6H9NO4 molecule in a non-equilibrium geometry.

Geometry as XYZ:
```
20
Properties=species:S:1:pos:R:3:mulliken_charge:R:1
C 0.4383 -1.8903 -0.8894 -1.91
C -0.2553 -0.8475 -0.0882 0.28
N -1.5629 -0.9910 0.1451 0.92
O -2.3010 -1.8990 -0.2813 -0.76
O -2.1499 0.0877 0.8743 -0.42
C -1.5955 1.3797 0.5190 -0.12
O -1.6857 1.2654 -0.9339 -0.35
C -0.6947 1.0332 -1.7105 0.21
O 0.4276 1.3917 -1.6180 -0.48
C -0.2267 1.4671 1.1453 -0.49
C 0.4808 0.1186 0.7426 -0.59
H 1.1809 -2.2911 -0.3728 0.49
H 0.9538 -1.5292 -1.7206 0.37
H -0.2163 -2.6198 -1.1143 0.52
H -2.2290 2.0298 0.9842 0.59
H -1.0516 0.5322 -2.6142 0.43
H 0.1925 2.4479 0.7759 0.29
H -0.5559 1.6047 2.2605 0.34
H 1.4406 0.5068 0.3386 0.29
H 0.8461 -0.5262 1.6701 0.41
```

Results
Molar mass in g/mol: 159.1
HOMO (spin up / spin down) in eV: -8.57 / -8.57
Energy above the lowest of the compared OMol25 structures with the same formula, charge and spin in kcal per mole: 141.7
DFT total energy in hartree: -589.560075
Spin multiplicity: 1
Maximum force in eV Å⁻¹: 4.8
Kohn-Sham gap (spin up / spin down) in eV: 9.29 / 9.29
Lowest unoccupied orbital energy (spin up / spin down) in eV: 0.722 / 0.722

Record 2
DFT (ωB97M-V/def2-TZVPD) results for a single C4H4ClOP molecule in a non-equilibrium geometry.

Geometry as XYZ:
```
11
Properties=species:S:1:pos:R:3:mulliken_charge:R:1
Cl 0.8481 3.3180 1.3354 -0.24
P -0.6808 2.8729 -0.1040 0.02
C -0.4851 1.1187 0.1267 0.12
C 0.3389 0.1996 -0.4461 0.07
C 0.2743 -0.9481 0.3164 -0.40
C -0.6662 -0.6712 1.2824 -0.27
O -1.1065 0.5626 1.2347 -0.22
H 0.2721 2.6293 -1.2318 0.06
H 1.1368 0.3775 -1.2585 0.24
H 0.8175 -1.8997 0.0534 0.32
H -0.7332 -1.2272 2.2546 0.32
```

Results
Molar mass in g/mol: 134.5
HOMO in eV: -8.93
Energy above the lowest of the compared OMol25 structures with the same formula, charge and spin in kcal per mole: 7.8
DFT total energy in hartree: -1031.566230
Spin multiplicity: 1
Maximum force in eV Å⁻¹: 4.0
Kohn-Sham gap in eV: 9.08
Lowest unoccupied orbital energy in eV: 0.145

Record 3
DFT (ωB97M-V/def2-TZVPD) results for C28H21CoN10O2S as an isolated structure in a non-equilibrium geometry.

Geometry as XYZ:
```
63
Properties=species:S:1:pos:R:3:mulliken_charge:R:1
Co -0.2172 -0.1190 -0.3717 0.00
C -2.9124 0.2113 2.8363 -0.37
C -2.4237 0.3136 1.5396 -0.09
N -1.1175 0.4489 1.3114 -0.20
C -0.2808 0.4705 2.3685 0.17
C -0.7982 0.3676 3.6551 -0.18
N -2.0967 0.2396 3.8791 -0.52
C 1.1581 0.5416 2.0402 0.21
C 2.1629 0.7794 2.9611 -0.53
C 3.4989 0.7761 2.5406 0.78
C 3.7447 0.5639 1.1908 -1.32
C 2.6806 0.4230 0.2864 1.12
N 1.4170 0.3696 0.7395 0.62
C 2.8960 0.4605 -1.1291 -0.94
C 4.1130 0.6576 -1.8096 -0.98
N 4.0330 1.0060 -3.0577 -1.06
C 2.4028 0.0019 -4.4343 -1.22
C 1.6678 -0.9857 -3.9118 0.08
N 1.3076 -0.7483 -2.6204 1.34
C 4.6051 1.0195 3.4936 0.85
C 5.8321 1.5178 3.0577 -0.61
C 6.8401 1.7377 3.9866 -0.45
N 6.6735 1.5061 5.2791 -0.55
C 5.5129 1.0424 5.7127 -0.46
C 4.4514 0.7786 4.8558 -0.58
H -3.9694 0.0949 3.0374 0.42
H -3.0843 0.3021 0.6826 0.47
H -0.1564 0.3731 4.5278 0.43
H 1.9097 0.9771 3.9919 0.60
H 4.7548 0.5014 0.8166 0.60
H 5.1055 0.5814 -1.3872 0.65
H 2.8794 0.1053 -5.3924 0.50
H 1.3478 -1.8871 -4.4129 0.65
H 6.0154 1.7701 2.0222 0.40
H 7.8088 2.1150 3.6815 0.38
H 5.4261 0.8739 6.7792 0.39
H 3.5378 0.3646 5.2622 0.44
N -0.3615 -6.9037 -4.7141 -0.46
C -0.1682 -5.9509 -3.7766 1.14
C -1.2394 -5.4861 -2.9874 -0.78
C -1.0474 -4.4894 -2.0602 -0.60
C 0.2252 -3.9568 -1.8843 -0.06
C 1.3076 -4.4105 -2.6368 -0.70
C 1.1151 -5.4001 -3.5712 -0.83
S 0.4793 -2.5356 -0.9072 1.86
O -0.6011 -2.2846 0.0462 -0.78
O 1.8285 -2.4605 -0.4132 -0.61
N 0.2223 -1.2417 -1.9517 -1.04
C 1.8104 0.5628 -2.1730 0.96
N 2.6166 1.0342 -3.4083 1.17
C 2.2753 2.3661 -3.8850 -0.37
C 1.2770 3.0463 -3.3368 -0.84
C 0.4631 2.4820 -2.2735 -0.19
N 0.6819 1.3384 -1.7490 -0.52
H -1.2561 -7.3400 -4.8379 0.20
H 0.4065 -7.2510 -5.2570 0.20
H -2.2208 -5.9239 -3.1160 0.32
H -1.8706 -4.1249 -1.4592 0.45
H 2.2940 -4.0004 -2.4551 0.55
H 1.9521 -5.7774 -4.1452 0.33
H 2.9034 2.7068 -4.6958 0.53
H 1.0362 4.0287 -3.7174 0.50
H -0.3896 3.0380 -1.8990 0.56
```

Results
Charge: +2
Molar mass in g/mol: 620.5
HOMO (spin up / spin down) in eV: -12.74 / -12.78
DFT total energy in hartree: -3557.955809
Spin multiplicity: 5
Maximum force in eV Å⁻¹: 1.6
Kohn-Sham gap (spin up / spin down) in eV: 5.87 / 4.55
Lowest unoccupied orbital energy (spin up / spin down) in eV: -6.873 / -8.223

Record 4
DFT (ωB97M-V/def2-TZVPD) results for C4H5CdLiO2 as an isolated structure in a non-equilibrium geometry.

Geometry as XYZ:
```
13
Properties=species:S:1:pos:R:3:mulliken_charge:R:1
C 0.0126 2.5448 0.0023 0.18
C 0.2010 1.3322 0.8414 -0.45
C -0.7189 0.2921 0.2640 -0.48
C -0.2572 -0.7058 -0.5333 -0.07
O -0.9951 -1.5940 -1.1315 -0.63
O 0.4841 3.6564 0.2484 -0.68
Li 1.3962 4.6478 1.4776 0.94
Cd -1.0080 -2.9800 -2.3675 0.57
H 1.2913 1.1385 0.6105 0.28
H -0.0497 1.5414 1.8904 0.32
H -1.7941 0.4010 0.4220 0.35
H 0.8320 -0.7621 -0.7130 0.22
H -0.6908 2.4473 -0.8476 0.46
```

Results
Charge: +1
Molar mass in g/mol: 204.4
HOMO (spin up / spin down) in eV: -10.69 / -11.21
Energy above the lowest of the compared OMol25 structures with the same formula, charge and spin in kcal per mole: 0.0
DFT total energy in hartree: -480.863346
Spin multiplicity: 2
Maximum force in eV Å⁻¹: 4.3
Kohn-Sham gap (spin up / spin down) in eV: 6.42 / 6.94
Lowest unoccupied orbital energy (spin up / spin down) in eV: -4.266 / -4.267